Entry 1:
DFT (ωB97M-V with the def2-TZVPD basis set) results for a structure of composition C22H51BCrN4O2Si2 at a distorted geometry.

Results
energy relative to the best compared isomer or geometry (same formula, charge and spin) = 94.3 kcal per mole
LUMO (spin up / spin down) = -0.25 / -0.25 eV
2S+1 = 5
total charge = 0
HOMO-LUMO gap (spin up / spin down) = 4.06 / 5.56 eV
HOMO energy (spin up / spin down) = -4.305 / -5.807 eV

CARTESIAN COORDINATES (ANGSTROEM)
O1 -1.544 -2.475 -1.435
O2 -3.314 -1.786 -2.784
C1 -0.382 -3.014 -2.136
C2 0.890 -3.032 -1.339
H1 -0.282 -2.432 -3.061
H2 -0.668 -4.041 -2.396
H3 1.381 -2.059 -1.330
H4 1.566 -3.741 -1.827
H5 0.741 -3.371 -0.314
C3 -1.838 -3.204 -0.195
C4 -3.276 -3.640 -0.211
H6 -1.608 -2.545 0.656
H7 -1.168 -4.071 -0.159
H8 -3.960 -2.795 -0.165
H9 -3.441 -4.264 0.669
H10 -3.499 -4.265 -1.091
C5 -3.335 -0.373 -2.305
C6 -2.911 -1.814 -4.208
C7 -3.506 -0.325 -0.816
H11 -4.155 0.088 -2.854
H12 -2.384 0.096 -2.596
H13 -4.379 -0.910 -0.480
H14 -3.668 0.711 -0.527
H15 -2.603 -0.671 -0.310
C8 -3.562 -2.965 -4.911
H16 -1.813 -1.869 -4.245
H17 -3.223 -0.860 -4.647
H18 -3.223 -3.941 -4.526
H19 -3.296 -2.913 -5.958
H20 -4.654 -2.919 -4.833
H21 -2.607 -2.277 -2.170
Cr1 1.091 1.049 1.369
C9 1.016 0.684 -0.428
Si1 1.375 1.620 -2.032
H22 -0.102 0.458 -0.441
H23 1.485 -0.322 -0.558
C10 2.634 0.529 -2.916
C11 1.994 3.358 -1.704
C12 -0.142 1.729 -3.123
C13 3.080 0.936 1.080
Si2 3.765 1.902 2.508
H24 3.451 1.316 0.115
H25 3.322 -0.145 1.099
C14 5.260 2.854 1.867
C15 4.241 0.713 3.867
C16 2.457 3.116 3.098
H26 0.114 2.333 -4.000
H27 -1.005 2.192 -2.624
H28 -0.453 0.733 -3.474
H29 3.433 0.192 -2.241
H30 3.080 1.073 -3.750
H31 2.123 -0.360 -3.309
H32 3.062 3.443 -1.944
H33 1.842 3.647 -0.656
H34 1.438 4.062 -2.342
H35 4.764 -0.151 3.437
H36 3.358 0.340 4.403
H37 4.908 1.197 4.592
H38 2.084 2.846 4.092
H39 1.573 3.221 2.442
H40 2.948 4.096 3.162
H41 6.177 2.544 2.384
H42 5.137 3.936 2.002
H43 5.391 2.655 0.795
B1 -0.699 1.298 4.136
N1 -0.170 -0.118 3.758
C17 -0.280 -1.256 4.455
C18 0.363 -2.274 3.750
C19 0.868 -1.687 2.590
N2 0.539 -0.371 2.587
N3 -1.256 1.983 2.850
C20 -2.449 2.560 2.670
C21 -2.506 3.081 1.382
C22 -1.267 2.826 0.798
N4 -0.508 2.136 1.692
H44 0.123 1.973 4.708
H45 -1.631 1.162 4.912
H46 -0.812 -1.278 5.397
H47 0.462 -3.301 4.045
H48 1.456 -2.121 1.791
H49 -3.182 2.564 3.461
H50 -3.334 3.589 0.925
H51 -0.894 3.112 -0.177

***

Entry 2:
DFT (ωB97M-V with the def2-TZVPD basis set) results for the ion C6H10N with charge +1 at a distorted geometry.

Results
energy relative to the best compared isomer or geometry (same formula, charge and spin) = 61.9 kcal per mole
SMILES = C#C[C@H](C)[N+](=C)C
LUMO = -5.18 eV
2S+1 = 1
total charge = +1
HOMO-LUMO gap = 9.28 eV
HOMO energy = -14.463 eV

CARTESIAN COORDINATES (ANGSTROEM)
C1 -0.602 1.417 -2.854
C2 -0.375 0.707 -1.889
C3 0.056 -0.191 -0.808
C4 -0.916 -1.337 -0.470
N1 0.351 0.506 0.515
C5 -0.231 1.682 0.734
C6 1.149 -0.221 1.481
H1 -0.657 2.224 -3.504
H2 1.195 -0.664 -1.153
H3 -0.328 -1.888 0.394
H4 -1.845 -0.814 -0.302
H5 -1.080 -2.038 -1.374
H6 -0.716 2.178 -0.073
H7 -0.118 2.048 1.716
H8 1.699 0.490 2.026
H9 1.676 -1.012 0.817
H10 0.557 -0.778 2.203

***

Entry 3:
DFT (ωB97M-V with the def2-TZVPD basis set) results for an isolated molecule of C5H11ClNOP at a distorted geometry.

Results
energy relative to the best compared isomer or geometry (same formula, charge and spin) = 0.0 kcal per mole
SMILES = CC1(C)CNP(Cl)OC1
LUMO = 0.75 eV
2S+1 = 1
total charge = 0
HOMO-LUMO gap = 9.53 eV
HOMO energy = -8.781 eV

CARTESIAN COORDINATES (ANGSTROEM)
C1 -1.368 -1.085 1.016
C2 -0.285 -0.420 0.088
C3 0.328 -1.287 -0.908
C4 0.787 0.147 1.008
N1 1.674 0.959 0.130
P1 0.875 2.362 -0.611
Cl1 2.151 2.452 -2.187
O1 -0.310 1.527 -1.365
C5 -1.140 0.719 -0.528
H1 -1.812 -1.965 0.621
H2 -2.171 -0.366 1.114
H3 -0.952 -1.299 1.976
H4 -0.321 -1.648 -1.603
H5 0.595 -2.164 -0.225
H6 1.091 -0.861 -1.507
H7 0.256 0.749 1.725
H8 1.294 -0.605 1.554
H9 2.516 1.258 0.544
H10 -1.806 0.299 -1.203
H11 -1.403 1.229 0.362

***

Entry 4:
DFT (ωB97M-V with the def2-TZVPD basis set) results for a cluster of 5 separate species, C10H27N2O7PS4 in total at a distorted geometry.

Results
LUMO = -0.39 eV
2S+1 = 1
total charge = 0
HOMO-LUMO gap = 7.81 eV
HOMO energy = -8.206 eV

CARTESIAN COORDINATES (ANGSTROEM)
O1 0.930 -2.650 4.481
C1 -0.264 -3.044 3.987
N1 -1.621 -3.353 3.907
P1 -2.363 -2.191 2.726
C2 -4.109 -1.749 3.468
O2 -4.957 -2.938 3.165
N2 -5.801 -3.188 4.182
O3 -6.797 -2.496 3.910
H1 -1.601 -0.959 2.699
H2 -4.509 -0.817 2.847
H3 -4.009 -1.522 4.612
C3 1.839 -2.451 -0.734
S1 0.897 -1.236 0.222
O4 -0.058 -1.993 1.096
C4 -0.044 -0.587 -1.179
H4 2.479 -3.011 -0.048
H5 1.157 -3.140 -1.237
H6 2.461 -1.934 -1.468
H7 -0.609 -1.392 -1.655
H8 0.640 -0.132 -1.900
H9 -0.737 0.172 -0.810
C5 -1.250 4.780 -1.735
S2 -0.457 3.296 -2.402
O5 -0.907 2.132 -1.571
C6 1.218 3.728 -1.873
H10 -2.325 4.711 -1.918
H11 -1.070 4.848 -0.659
H12 -0.853 5.664 -2.239
H13 1.245 3.861 -0.789
H14 1.534 4.647 -2.373
H15 1.891 2.914 -2.154
C7 -0.047 5.342 -7.160
S3 -0.336 5.950 -5.481
O6 -0.022 4.829 -4.535
C8 -2.136 6.051 -5.626
H16 1.024 5.169 -7.287
H17 -0.587 4.405 -7.316
H18 -0.380 6.092 -7.882
H19 -2.546 5.070 -5.877
H20 -2.400 6.777 -6.398
H21 -2.544 6.379 -4.667
C9 3.462 -6.354 5.850
S4 3.397 -6.251 4.044
O7 4.480 -7.136 3.503
C10 3.982 -4.544 3.934
H22 3.169 -7.362 6.151
H23 4.478 -6.152 6.199
H24 2.766 -5.631 6.282
H25 4.965 -4.454 4.402
H26 3.269 -3.880 4.429
H27 4.057 -4.270 2.879

***

Entry 5:
DFT (ωB97M-V with the def2-TZVPD basis set) results for a cluster of 3 separate species, C23H53ClFN2O4P in total.

Results
SMILES = CCCCCCCCP(Cl)C[C@@H](C)F.COCCNCCOC.COCCNCCOC
LUMO = 0.62 eV
2S+1 = 1
total charge = 0
HOMO-LUMO gap = 9.05 eV
HOMO energy = -8.431 eV

CARTESIAN COORDINATES (ANGSTROEM)
C1 -4.550 1.750 -6.058
C2 -3.167 2.382 -6.222
C3 -2.134 1.421 -6.822
C4 -1.303 0.652 -5.788
C5 0.060 0.224 -6.328
C6 0.784 -0.768 -5.424
C7 1.090 -0.199 -4.035
C8 2.231 -0.938 -3.306
P1 1.915 -1.064 -1.480
Cl1 1.911 -3.138 -1.263
C9 3.629 -0.776 -0.801
C10 3.795 0.599 -0.148
C11 4.229 1.707 -1.106
F1 2.564 0.973 0.438
H1 -5.174 2.315 -5.363
H2 -5.078 1.698 -7.012
H3 -4.463 0.733 -5.665
H4 -2.816 2.730 -5.246
H5 -3.250 3.274 -6.849
H6 -2.666 0.695 -7.447
H7 -1.457 1.958 -7.494
H8 -1.166 1.278 -4.901
H9 -1.844 -0.243 -5.460
H10 -0.067 -0.215 -7.323
H11 0.684 1.116 -6.460
H12 0.154 -1.657 -5.309
H13 1.712 -1.101 -5.899
H14 0.181 -0.231 -3.426
H15 1.344 0.862 -4.130
H16 2.365 -1.940 -3.717
H17 3.174 -0.405 -3.433
H18 3.810 -1.565 -0.072
H19 4.377 -0.888 -1.588
H20 4.489 0.515 0.691
H21 5.228 2.071 -0.867
H22 4.229 1.378 -2.146
H23 3.537 2.545 -1.017
C12 -0.020 -5.667 6.389
O1 -0.099 -4.354 5.882
C13 1.073 -3.895 5.223
C14 0.836 -3.711 3.742
N1 0.610 -4.986 3.083
C15 0.238 -4.896 1.676
C16 -1.046 -4.162 1.312
O2 -2.229 -4.812 1.740
C17 -2.650 -4.503 3.052
H24 -0.910 -5.833 6.992
H25 0.013 -6.424 5.596
H26 0.864 -5.798 7.022
H27 1.897 -4.596 5.391
H28 1.347 -2.931 5.661
H29 1.725 -3.243 3.305
H30 0.005 -3.002 3.622
H31 -0.099 -5.502 3.588
H32 0.160 -5.915 1.288
H33 1.057 -4.412 1.137
H34 -1.099 -4.121 0.222
H35 -1.041 -3.125 1.673
H36 -2.433 -3.461 3.307
H37 -2.185 -5.145 3.807
H38 -3.729 -4.656 3.093
C18 -1.112 5.479 4.862
O3 -0.196 5.623 3.799
C19 0.955 4.794 3.884
C20 0.960 3.746 2.795
N2 -0.107 2.780 2.989
C21 -0.263 1.811 1.912
C22 -0.601 2.323 0.518
O4 -1.899 2.876 0.396
C23 -2.010 4.240 0.741
H39 -1.855 6.267 4.755
H40 -1.623 4.510 4.849
H41 -0.616 5.592 5.832
H42 1.003 4.318 4.869
H43 1.835 5.433 3.768
H44 1.920 3.219 2.825
H45 0.908 4.268 1.829
H46 -0.980 3.270 3.135
H47 -1.047 1.109 2.206
H48 0.663 1.237 1.830
H49 -0.572 1.464 -0.156
H50 0.144 3.043 0.157
H51 -1.110 4.798 0.463
H52 -2.191 4.392 1.810
H53 -2.858 4.648 0.191

***

Entry 6:
DFT (ωB97M-V with the def2-TZVPD basis set) results for a structure of composition C46H110BF7N5O30P5SV at a distorted geometry.

Results
LUMO = 1.92 eV
2S+1 = 1
total charge = -1
HOMO-LUMO gap = 9.01 eV
HOMO energy = -7.096 eV

CARTESIAN COORDINATES (ANGSTROEM)
O1 0.291 1.917 0.863
V1 1.542 1.248 0.064
O2 1.965 2.154 -1.137
C1 4.382 2.136 3.492
F1 3.550 1.566 4.349
F2 4.247 3.484 3.613
F3 5.658 1.973 3.823
S1 4.366 1.610 1.699
O3 4.996 2.718 1.070
O4 5.013 0.337 1.694
O5 2.924 1.510 1.392
B1 2.729 -0.988 -4.744
F4 2.115 -2.127 -5.326
F5 3.226 -1.397 -3.496
F6 3.692 -0.472 -5.525
F7 1.675 -0.007 -4.473
C2 3.377 7.171 -1.813
O6 3.600 7.468 -3.000
N1 3.642 5.968 -1.311
C3 3.595 5.851 0.089
C4 4.137 4.900 -2.174
H1 2.841 7.839 -1.078
H2 3.440 4.821 0.372
H3 2.716 6.482 0.506
H4 4.429 6.200 0.636
H5 3.657 3.932 -2.072
H6 3.874 5.257 -3.209
H7 5.222 4.777 -2.140
C5 -0.012 -0.614 -1.741
O7 0.045 0.070 -0.675
N2 -0.940 -0.446 -2.674
C6 -1.050 -1.408 -3.718
C7 -2.026 0.527 -2.625
H8 0.728 -1.388 -1.961
H9 -1.909 -2.019 -3.572
H10 -0.145 -2.047 -3.626
H11 -0.990 -0.987 -4.662
H12 -2.636 0.335 -1.771
H13 -1.577 1.522 -2.488
H14 -2.666 0.501 -3.500
C8 3.478 -1.056 -0.392
O8 2.322 -0.652 0.061
N3 3.987 -2.177 0.184
C9 5.348 -2.566 -0.097
C10 3.432 -2.657 1.359
H15 4.054 -0.545 -1.200
H16 5.307 -3.593 -0.318
H17 6.035 -2.085 0.597
H18 5.621 -2.076 -0.993
H19 4.019 -2.272 2.253
H20 2.430 -2.314 1.512
H21 3.544 -3.756 1.460
C11 -3.302 3.339 -1.159
O9 -4.327 2.824 -1.617
N4 -2.502 4.193 -1.811
C12 -1.177 4.340 -1.267
C13 -2.921 4.759 -3.101
H22 -2.975 3.127 -0.127
H23 -1.065 3.930 -0.284
H24 -0.737 5.320 -1.425
H25 -0.528 3.802 -1.907
H26 -2.418 4.310 -3.950
H27 -3.982 4.530 -3.238
H28 -2.884 5.815 -3.098
C14 6.932 0.455 -1.530
O10 7.732 -0.466 -1.218
N5 6.129 0.476 -2.616
C15 6.412 -0.479 -3.665
C16 5.375 1.703 -2.865
H29 6.744 1.261 -0.751
H30 6.578 -1.467 -3.285
H31 7.352 -0.151 -4.199
H32 5.664 -0.618 -4.417
H33 5.153 2.304 -1.905
H34 5.813 2.395 -3.694
H35 4.434 1.415 -3.339
C17 0.627 -8.890 -2.416
C18 1.860 -8.507 -1.688
O11 1.526 -7.381 -0.828
P1 2.562 -6.118 -0.794
O12 3.984 -6.460 -0.653
O13 2.204 -5.239 -2.031
C19 3.164 -4.452 -2.825
C20 4.170 -5.325 -3.482
O14 2.071 -5.316 0.465
C21 0.761 -4.769 0.705
C22 -0.136 -5.734 1.419
H36 -0.084 -9.229 -1.649
H37 0.209 -8.076 -3.016
H38 0.813 -9.719 -3.153
H39 2.160 -9.297 -0.986
H40 2.761 -8.180 -2.246
H41 2.494 -4.005 -3.559
H42 3.650 -3.726 -2.250
H43 3.782 -6.210 -3.986
H44 4.581 -4.617 -4.201
H45 4.881 -5.710 -2.829
H46 0.863 -3.877 1.388
H47 0.307 -4.340 -0.145
H48 -0.920 -6.180 0.766
H49 0.377 -6.621 1.741
H50 -0.663 -5.314 2.306
C23 -2.308 -6.072 4.824
C24 -1.319 -5.333 5.716
O15 -1.496 -3.850 5.754
P2 -0.480 -3.060 4.793
O16 0.425 -3.862 3.977
O17 -1.387 -2.076 3.935
C25 -2.018 -2.680 2.805
C26 -2.840 -1.633 2.094
O18 0.208 -2.005 5.702
C27 0.876 -0.984 4.875
C28 0.197 0.308 5.129
H51 -1.943 -7.065 4.817
H52 -3.274 -5.923 5.322
H53 -2.273 -5.678 3.741
H54 -1.360 -5.652 6.768
H55 -0.346 -5.573 5.346
H56 -1.259 -3.132 2.187
H57 -2.659 -3.520 3.246
H58 -3.681 -1.139 2.666
H59 -2.191 -0.825 1.682
H60 -3.275 -2.146 1.295
H61 1.952 -1.118 5.157
H62 0.849 -1.312 3.838
H63 -0.064 0.741 4.137
H64 -0.739 0.112 5.673
H65 0.753 0.988 5.797
C29 -2.442 -2.189 8.205
C30 -3.457 -3.324 8.251
O19 -4.837 -2.731 8.201
P3 -5.383 -2.378 6.728
O20 -4.923 -3.236 5.615
O21 -6.922 -2.286 7.104
C31 -8.007 -3.128 6.639
C32 -8.514 -2.774 5.232
O22 -5.029 -0.840 6.572
C33 -4.667 -0.308 5.246
C34 -4.372 1.158 5.273
H66 -2.242 -1.827 7.228
H67 -2.833 -1.487 8.931
H68 -1.543 -2.620 8.585
H69 -3.236 -4.048 7.442
H70 -3.328 -3.896 9.187
H71 -7.723 -4.132 6.774
H72 -8.827 -2.982 7.409
H73 -7.809 -2.751 4.454
H74 -9.214 -3.533 4.963
H75 -8.945 -1.797 5.147
H76 -3.725 -0.836 4.957
H77 -5.442 -0.571 4.453
H78 -3.526 1.376 5.969
H79 -4.027 1.362 4.256
H80 -5.291 1.740 5.611
C35 0.110 -2.135 -10.593
C36 -0.913 -1.967 -9.498
O23 -1.314 -0.592 -9.375
P4 -1.877 -0.071 -7.964
O24 -1.876 -0.982 -6.813
O25 -1.176 1.286 -7.681
C37 -0.075 1.260 -6.711
C38 1.151 1.433 -7.514
O26 -3.337 0.492 -8.297
C39 -3.572 1.458 -9.330
C40 -3.908 0.806 -10.650
H81 1.189 -1.548 -10.276
H82 0.355 -3.169 -10.657
H83 -0.275 -1.808 -11.505
H84 -1.790 -2.586 -9.767
H85 -0.538 -2.378 -8.604
H86 -0.298 2.106 -6.106
H87 -0.186 0.329 -6.153
H88 1.402 2.364 -8.094
H89 1.980 1.351 -6.763
H90 1.258 0.592 -8.181
H91 -4.360 2.045 -8.900
H92 -2.654 2.128 -9.311
H93 -3.900 1.599 -11.378
H94 -3.111 0.122 -10.972
H95 -4.903 0.366 -10.667
C41 -0.942 8.727 5.866
C42 -0.014 8.215 4.695
O27 -0.672 7.146 3.962
P5 -0.601 7.037 2.360
O28 -0.598 8.258 1.595
O29 0.671 6.137 2.129
C43 0.529 4.699 2.369
C44 0.857 4.330 3.889
O30 -1.844 6.005 2.002
C45 -3.168 6.539 1.656
C46 -4.155 6.158 2.754
H96 -1.853 9.181 5.553
H97 -1.057 7.871 6.567
H98 -0.358 9.379 6.501
H99 0.259 9.061 4.047
H100 0.907 7.831 5.092
H101 -0.483 4.346 2.258
H102 1.171 4.138 1.610
H103 0.944 3.250 3.977
H104 1.728 4.871 4.177
H105 -0.005 4.652 4.492
H106 -3.076 7.611 1.582
H107 -3.315 5.977 0.751
H108 -5.161 6.467 2.428
H109 -4.081 5.096 2.825
H110 -3.954 6.599 3.755